19
Properties=species:S:1:pos:R:3 method="wB97M-V/def2-TZVPD" gap_ev=9.993 de_lowest_ev=1.391 charge=+1 smiles=C[Si]1(C)O[C@@H]1C[NH3+] lumo_ev=-3.066
C 1.4387 -2.2777 0.3383
Si 1.2074 -0.4436 0.1109
C 2.4826 0.9865 0.3363
O -0.1499 -0.0870 -0.8934
C -0.7508 -0.0323 0.4381
C -1.8545 1.0213 0.4012
N -2.4012 0.9386 -0.9564
H 1.9218 -2.6039 -0.6195
H 2.1618 -2.5790 1.0556
H 0.4744 -2.6364 0.4014
H 3.1859 0.7674 1.2183
H 3.1595 0.9892 -0.6384
H 2.0451 2.0313 0.4488
H -1.3843 -0.9566 0.5939
H -2.5965 0.5422 1.0177
H -1.5270 1.9620 0.6529
H -2.6625 1.6935 -1.5255
H -3.2165 0.2638 -1.0620
H -1.5340 0.4209 -1.3183